[1]
The following is a DFT calculation (ωB97M-V/def2-TZVPD) of a structure of composition C3H5N3.

Geometry (Å):
1 N -1.867 -0.415 0.452
2 C -0.573 -0.354 0.085
3 N 0.282 -1.317 -0.025
4 N 1.321 -0.281 -0.471
5 C 1.656 0.860 0.367
6 C 0.328 0.817 -0.284
7 H -2.470 0.368 0.258
8 H -2.290 -1.331 0.479
9 H 1.883 -0.577 -1.260
10 H 1.721 0.582 1.412
11 H 0.005 1.594 -0.977

Values from the calculation:
- LUMO: 0.74 eV
- Frontier orbital gap: 8.4 eV

Results of the Löwdin charge analysis, in e, for atoms 1 through 5: 0.1488 -0.4158 0.1323 -0.0977 -0.0860

[2]
The following is a DFT calculation (ωB97M-V/def2-TZVPD) of an isolated molecule of C3H5N3.

Geometry (Å):
1 C 1.358 0.006 -0.396
2 N 0.053 -0.254 0.197
3 C -1.015 -0.876 -0.386
4 N -2.137 -0.317 -0.031
5 N -1.824 0.743 0.791
6 C -0.532 0.755 0.910
7 H 2.144 -0.003 0.365
8 H 1.218 1.016 -0.803
9 H 1.605 -0.740 -1.157
10 H -0.921 -1.743 -1.027
11 H 0.052 1.414 1.538

Values from the calculation:
- LUMO: 0.70 eV
- Frontier orbital gap: 10.6 eV
- Structure (SMILES): Cn1cnnc1

Results of the Löwdin charge analysis, in e, for atoms 1 through 5: -0.0287 -0.1289 -0.1850 0.0074 0.0140

[3]
The following is a DFT calculation (ωB97M-V/def2-TZVPD) of an isolated molecule of C3H5N3.

Geometry (Å):
1 C -0.808 0.141 -0.597
2 C 0.424 -0.564 -0.110
3 C 0.263 0.864 0.262
4 N -1.949 -0.199 0.110
5 N -4.135 0.400 0.318
6 N -3.026 0.252 0.209
7 H 0.298 -1.202 0.868
8 H 1.149 -0.905 -0.798
9 H 0.959 1.647 -0.118
10 H -0.204 1.253 1.192
11 H -1.010 0.163 -1.695

Values from the calculation:
- LUMO: 1.08 eV
- Frontier orbital gap: 10.2 eV

Results of the Löwdin charge analysis, in e, for atoms 1 through 5: -0.3174 -0.1390 -0.1217 0.0506 0.1690

[4]
The following is a DFT calculation (ωB97M-V/def2-TZVPD) of an isolated molecule of C3H5N3.

Geometry (Å):
1 H -2.375 1.072 -0.037
2 N -1.471 1.575 -0.073
3 C -0.510 0.745 0.046
4 C -0.631 -0.770 0.083
5 N 0.650 -1.377 -0.195
6 C 1.509 -0.476 -0.054
7 N 0.882 0.924 0.322
8 H -0.949 -1.074 1.084
9 H -1.348 -1.089 -0.664
10 H 2.584 -0.734 -0.285
11 H 1.658 1.205 -0.226

Values from the calculation:
- LUMO: 0.90 eV
- Frontier orbital gap: 10.7 eV
- Structure (SMILES): [H]/N=C1\CN=CN1

Results of the Löwdin charge analysis, in e, for atoms 1 through 5: 0.0585 0.1192 -0.4247 -0.1822 0.0274

[5]
The following is a DFT calculation (ωB97M-V/def2-TZVPD) of an isolated molecule of C3H5N3O.

Geometry (Å):
1 O -2.206 -0.056 -0.113
2 N -0.805 -0.109 -0.731
3 C -0.280 -1.293 -0.189
4 N 1.017 -1.428 0.111
5 N 1.968 -0.457 -0.275
6 C 1.464 0.636 -0.091
7 C 0.035 0.839 0.083
8 H -2.324 -0.349 0.947
9 H -0.978 -2.066 -0.137
10 H 2.352 1.413 -0.229
11 H 0.163 1.942 -0.540
12 H -0.407 0.929 1.163

Values from the calculation:
- LUMO: -0.02 eV
- Frontier orbital gap: 9.8 eV
- Structure (SMILES): ON1C=NN=CC1

Results of the Löwdin charge analysis, in e, for atoms 1 through 5: -0.1408 -0.0645 -0.1801 0.0366 0.0341

[6]
The following is a DFT calculation (ωB97M-V/def2-TZVPD) of an isolated molecule of C3H5N3O.

Geometry (Å):
1 H -0.440 2.510 0.138
2 N -1.044 1.609 -0.093
3 C -0.133 0.738 -0.099
4 C 1.290 0.756 0.023
5 N 1.784 -0.366 0.261
6 O 0.765 -1.234 -0.238
7 N -0.428 -0.536 -0.293
8 C -1.770 -0.865 0.284
9 H 1.873 1.744 0.372
10 H -2.636 -0.152 0.162
11 H -2.138 -1.721 -0.328
12 H -1.283 -1.233 1.178

Values from the calculation:
- LUMO: 0.34 eV
- Frontier orbital gap: 9.0 eV
- Structure (SMILES): [H]/N=c1\cnon1C

Results of the Löwdin charge analysis, in e, for atoms 1 through 5: 0.0958 0.1114 -0.5500 -0.0999 0.1352

[7]
The following is a DFT calculation (ωB97M-V/def2-TZVPD) of an isolated molecule of C3H5N3O.

Geometry (Å):
1 O -2.205 0.961 0.424
2 C -1.737 -0.183 -0.216
3 C -0.164 -0.202 -0.233
4 N 0.165 0.218 -1.377
5 N 2.164 0.109 -0.724
6 C 1.873 -0.347 0.454
7 N 0.595 -0.554 0.821
8 H -2.219 1.690 -0.211
9 H -2.191 -0.330 -1.210
10 H -1.945 -1.054 0.402
11 H 3.172 0.222 -0.906
12 H 2.640 -0.585 1.202

Values from the calculation:
- LUMO (spin up / spin down): -0.85 / -0.85 eV
- Frontier orbital gap (spin up / spin down): 8.7 / 8.7 eV

Results of the Löwdin charge analysis, in e, for atoms 1 through 5: -0.0312 -0.1994 -0.4933 0.3017 0.0970

[8]
The following is a DFT calculation (ωB97M-V/def2-TZVPD) of an isolated molecule of C3H5N3O.

Geometry (Å):
1 N 2.046 0.152 -0.004
2 C 1.223 1.065 0.263
3 C -0.025 1.407 -0.140
4 N -1.131 0.656 0.114
5 C -1.206 -0.771 0.122
6 N -0.048 -1.400 -0.253
7 O -2.289 -1.260 0.412
8 H 2.843 -0.015 0.597
9 H -0.184 2.381 -0.586
10 H -2.038 1.097 0.076
11 H 1.041 -0.909 -0.390
12 H -0.231 -2.404 -0.212

Values from the calculation:
- LUMO: 0.08 eV
- Frontier orbital gap: 8.7 eV
- Structure (SMILES): N=C=CNC(N)=O

Results of the Löwdin charge analysis, in e, for atoms 1 through 5: 0.0592 -0.1097 -0.1236 0.0743 -0.5937

What did we get for energy above the lowest of the compared OMol25 structures with the same formula, charge and spin? Answer: 122.6, 26.1, 90.9, 53.2, 164.6, 145.6, 95.0, 61.2 kcal per mole, in the order shown.